{
  "formula": "C8H8BrNO5",
  "method": "wB97M-V/def2-TZVPD",
  "elements": ["Br", "O", "O", "O", "O", "O", "N", "C", "C", "C", "C", "C", "C", "C", "C", "H", "H", "H", "H", "H", "H", "H", "H"],
  "positions_angstrom": [[3.364552, 1.438166, 0.525111], [-2.442752, 2.078668, 0.406720], [-1.725154, 0.121463, -0.896695], [-0.398502, -2.402093, 0.326640], [2.792522, -2.824187, 0.302979], [2.848528, -1.232225, -1.235851], [2.489008, -1.763797, -0.175667], [-2.649600, -0.199698, 1.191887], [0.099391, -1.199213, -0.040398], [1.643450, 0.523594, 0.199963], [1.461559, -0.889821, 0.586598], [-2.408639, 0.917977, 0.130424], [-0.388841, -0.113648, -0.641539], [0.578252, 2.203055, -1.296940], [0.693946, 0.920261, -0.609675], [-2.298516, 0.103082, 2.118513], [-0.267457, 2.233124, -2.071259], [-1.037675, -2.821323, -0.273795], [-2.120593, -1.071255, 0.854174], [1.561573, -0.994444, 1.715390], [-3.647439, -0.497089, 1.428829], [0.455200, 2.997052, -0.639355], [1.397189, 2.472342, -1.906065]],
  "forces_ev_per_a": [[-1.64, -0.75, -0.24], [0.11, -1.09, -2.33], [0.01, 2.03, -1.75], [-0.37, -0.46, -0.12], [0.23, 0.10, -0.47], [0.05, -1.88, 1.28], [-0.33, 1.94, -0.55], [-0.84, 0.05, -1.64], [0.40, -0.88, 1.11], [2.42, 0.43, 0.28], [0.29, -0.14, 0.54], [1.35, -2.13, 3.54], [-0.02, 0.38, 0.99], [-1.97, -0.36, -2.69], [-1.37, 0.86, -0.31], [1.06, 0.93, 1.71], [0.78, -0.23, 1.44], [0.27, 0.65, 0.00], [-0.08, -0.24, 0.28], [-0.30, -0.64, -1.55], [-1.05, 0.08, -0.45], [-0.48, 1.46, 1.36], [1.49, -0.10, -0.44]],
  "mulliken_charge": [-0.135, -0.458, -0.506, -0.560, -0.596, -0.513, 0.949, -0.737, -0.181, -0.765, 0.559, 0.641, 0.349, -1.808, 0.797, 0.312, 0.304, 0.397, 0.154, 0.473, 0.365, 0.404, 0.556],
  "e_above_lowest_kcal_mol": 18.3,
  "e_tot_ev": -90189.9124,
  "homo_lumo_gap_ev": 8.8035,
  "smiles": "CC(=O)OC1=C(O)[C@@H]([N+](=O)[O-])C(Br)=C1C"
}

{
  "formula": "C3H10N2O",
  "method": "wB97M-V/def2-TZVPD",
  "elements": ["O", "N", "N", "C", "C", "C", "H", "H", "H", "H", "H", "H", "H", "H", "H", "H"],
  "positions_angstrom": [[0.057077, 1.735568, 0.697673], [1.763515, -0.141522, 0.110731], [-2.708030, -0.261357, -0.724790], [2.071939, -1.478480, 0.584474], [-1.246083, 1.397603, 0.247737], [-1.325411, 0.118880, -0.579445], [2.496458, 0.139466, -0.535986], [1.674235, -2.256250, -0.100025], [-3.117967, 0.048301, -1.609767], [0.795611, 0.996694, 0.460722], [-0.901327, -0.685302, 0.019223], [3.157667, -1.663181, 0.654885], [-1.618115, 2.235492, -0.371163], [-0.768837, 0.202106, -1.509067], [1.569459, -1.674539, 1.541104], [-1.900184, 1.286520, 1.113700]],
  "forces_ev_per_a": [[-0.57, -0.18, -0.39], [0.18, 0.31, 0.01], [-0.40, 0.02, 0.02], [-0.51, 0.63, -0.73], [1.36, 0.97, 0.30], [-0.64, -0.88, 0.09], [-0.07, -0.01, -0.01], [0.10, -0.33, 0.04], [0.36, 0.15, -0.10], [-0.24, -0.50, 0.14], [0.50, 0.08, 0.02], [-0.07, -0.19, 0.37], [-0.17, -0.16, 0.12], [0.14, 0.14, -0.11], [0.29, 0.00, 0.17], [-0.27, -0.03, 0.05]],
  "mulliken_spin": [0.022, 0.012, 0.919, -0.002, 0.077, -0.048, -0.001, -0.001, -0.014, -0.003, 0.037, 0.001, 0.004, -0.003, 0.001, -0.002],
  "e_above_lowest_kcal_mol": 40.1,
  "e_tot_ev": -8297.9251,
  "homo_lumo_gap_ev": [6.3020, 5.1818],
  "total_charge": -1,
  "spin_multiplicity": 2
}